{"formula": "H24O12", "method": "wB97M-V/def2-TZVPD", "species": ["O", "H", "H", "O", "H", "H", "O", "H", "H", "O", "H", "H", "O", "H", "H", "O", "H", "H", "O", "H", "H", "O", "H", "H", "O", "H", "H", "O", "H", "H", "O", "H", "H", "O", "H", "H"], "xyz": [[3.221, 0.475, -0.838], [3.641, -0.212, -1.406], [2.312, 0.195, -0.677], [0.263, 0.075, -0.068], [0.534, -0.371, 0.733], [-0.565, 0.480, 0.254], [1.548, -2.883, -0.827], [1.895, -3.768, -0.971], [2.177, -2.425, -0.268], [3.021, -1.564, 0.875], [3.649, -2.326, 1.062], [3.626, -0.841, 0.773], [1.298, -1.155, -2.887], [1.346, -1.661, -3.723], [1.463, -1.721, -2.111], [-3.061, -0.304, -1.432], [-3.715, 0.319, -1.672], [-2.382, -0.098, -2.040], [-1.644, 0.904, 2.868], [-0.835, 1.269, 3.352], [-1.770, 0.215, 3.525], [0.408, -1.369, 2.106], [0.590, -0.699, 2.822], [1.244, -1.640, 1.834], [0.875, 2.986, -0.944], [1.739, 3.362, -0.877], [0.772, 2.213, -0.356], [-2.401, 3.027, -1.671], [-2.078, 2.765, -0.809], [-2.154, 2.289, -2.247], [-2.734, -1.826, 0.839], [-3.384, -2.510, 0.651], [-2.572, -1.204, 0.159], [-1.881, 2.733, 0.990], [-1.779, 2.090, 1.685], [-2.665, 3.180, 1.296]], "forces_ev_per_a": [[1.1, -0.6, -0.2], [-0.9, 0.9, 0.4], [-0.3, 0.1, -0.5], [-0.5, 1.3, -0.5], [-0.1, -0.6, 0.5], [0.3, -0.2, -0.5], [-0.5, -0.7, -0.4], [0.0, 0.0, -0.1], [0.3, 0.3, 0.3], [1.3, -2.6, 1.2], [-1.2, 1.1, -0.1], [0.3, 1.4, -0.5], [0.1, 0.4, -0.9], [0.1, 0.2, 1.1], [-0.4, -0.4, -0.7], [0.0, -0.9, 0.8], [-1.4, 1.1, 0.0], [1.6, 0.0, -0.9], [2.5, 0.4, 2.2], [-1.3, 0.2, -1.4], [-1.1, -0.8, -0.4], [-2.0, 1.8, 2.4], [-0.3, -1.2, -1.1], [2.6, -1.0, -0.6], [-1.3, -0.5, 0.0], [0.8, -0.1, 0.3], [0.6, 0.5, -0.5], [-0.4, -0.4, -1.0], [0.3, 0.0, 0.6], [0.1, 0.5, 0.1], [0.2, -1.3, 2.5], [0.2, 0.6, -0.7], [-0.5, 0.5, -1.6], [0.2, 0.5, -0.2], [0.1, -0.8, 0.2], [-0.5, 0.6, -0.2]], "charge": 0, "relative_energy_ev": 2.638, "molar_mass_g_mol": 216.18, "multiplicity": 1, "smiles": "O.O.O.O.O.O.O.O.O.O.O.O", "homo_energy_ev": -10.18, "orbital_gap_ev": 9.91}